Below is 2 unconnected molecules or ions with the total composition C10H9N3O2, with properties calculated with ωB97M-V/def2-TZVPD.

The geometry in XYZ format:
```
24
Properties=species:S:1:pos:R:3:lowdin_charge:R:1
C 0.02 -0.76 2.04 -0.09
C -1.08 1.39 1.75 -0.05
C -0.58 -0.87 3.27 -0.14
C -1.63 1.16 3.03 -0.14
C -0.20 0.41 1.36 0.05
C 0.40 0.60 -2.95 -0.02
C 1.17 0.98 -1.88 0.03
C -0.10 -0.73 -3.10 -0.17
C 1.06 -1.41 -1.05 -0.12
C 1.44 0.03 -0.89 -0.11
N -1.35 0.09 3.75 0.06
N 0.22 -1.65 -2.28 0.07
N 2.32 0.21 0.22 -0.34
O 2.59 -0.80 0.89 0.03
O 2.74 1.38 0.55 0.03
H 0.63 -1.51 1.45 0.10
H -1.42 2.14 1.05 0.10
H -0.37 -1.74 3.85 0.10
H -2.25 1.92 3.44 0.09
H 0.20 1.14 -3.78 0.07
H 1.42 1.99 -1.81 0.10
H -0.82 -1.00 -3.93 0.13
H 1.82 -2.14 -1.19 0.13
H 0.47 -1.84 -0.32 0.07
```

Calculated values
Highest occupied orbital energy (alpha / beta) (Ha): -0.3221 / -0.3308
Molar mass (g/mol): 203.20
F_max (eV Å⁻¹): 4.706